Formula: C36H38AsN3RhS
Source: OMol25
Level of theory: wB97M-V/def2-TZVPD

ORCA input file:
```
! RIJCOSX wB97M-V def2-TZVPD def2/J DEFGRID3
* xyz 1 5
Rh 0.5784 -1.8081 -1.3157
S 3.6193 -4.1283 1.0393
C 2.1503 -4.9253 1.3789
C 1.1003 -4.3897 0.6889
C 1.4771 -3.2953 -0.1427
C 2.8249 -3.0530 -0.0412
C 3.5161 -1.9842 -0.7766
C 4.8943 -1.7911 -0.7623
C 5.4418 -0.7613 -1.5006
C 4.6121 0.0665 -2.2470
C 3.2549 -0.1803 -2.2138
N 2.7210 -1.1730 -1.5001
H 2.1381 -5.7512 2.0706
H 0.0931 -4.7693 0.7860
H 5.5246 -2.4488 -0.1802
H 6.5122 -0.6052 -1.4970
H 5.0033 0.8810 -2.8377
H 2.5571 0.4404 -2.7628
C 0.7041 5.9853 -2.4115
C 0.6222 4.6343 -1.7592
C 1.3831 4.3264 -0.6434
C 1.3003 3.0860 -0.0197
C 2.1662 2.8282 1.1866
C 0.4134 2.1279 -0.5291
As 0.4141 0.4945 0.5267
N -0.8395 -0.6739 -0.2357
C -2.0919 -1.0372 0.0940
C -2.9605 -0.1955 0.8266
C -4.2438 -0.6072 1.1100
C -4.6905 -1.8595 0.6914
C -3.8451 -2.7050 -0.0281
C -2.5653 -2.3017 -0.3318
C -0.3140 0.8956 2.2897
C 0.0695 -0.0558 3.2505
C 0.9481 -1.2446 2.9388
C -0.3738 0.0910 4.5607
C -1.1772 1.1497 4.9499
C -1.6381 1.2977 6.3716
C -1.5429 2.0784 3.9844
C -1.1337 1.9770 2.6609
C -1.6080 3.0660 1.7308
C -0.3229 2.3871 -1.6959
C -1.2376 1.4035 -2.3783
C -0.2079 3.6459 -2.2734
H 1.4494 6.6128 -1.9271
H -0.2560 6.4999 -2.3587
H 0.9685 5.8972 -3.4655
H 2.0649 5.0671 -0.2430
H 2.8733 3.6441 1.3242
H 2.7484 1.9072 1.0804
H 1.5819 2.7411 2.1060
H -2.6092 0.7754 1.1482
H -4.9052 0.0462 1.6619
H -5.6973 -2.1771 0.9232
H -4.1945 -3.6781 -0.3436
H -1.8897 -2.9554 -0.8783
H 1.8958 -0.9489 2.4828
H 0.4765 -1.9550 2.2548
H 1.1768 -1.7814 3.8576
H -0.0742 -0.6456 5.2963
H -1.3520 0.4366 6.9721
H -2.7218 1.4041 6.4216
H -1.2023 2.1865 6.8293
H -2.1781 2.9102 4.2670
H -2.5509 3.4706 2.0970
H -1.7523 2.7413 0.7037
H -0.8904 3.8886 1.6992
H -0.8051 0.4031 -2.4449
H -1.4349 1.7416 -3.3951
H -2.1983 1.3109 -1.8668
H -0.7801 3.8548 -3.1705
C -2.4228 -4.1278 -4.9972
C -0.9281 -3.9236 -5.2457
C -0.3051 -3.1291 -4.1821
N 0.1857 -2.5088 -3.3505
H -2.8361 -4.7402 -5.7948
H -2.9486 -3.1749 -4.9840
H -2.5970 -4.6356 -4.0507
H -0.7445 -3.4019 -6.1863
H -0.3942 -4.8740 -5.2925
*
```

Its LUMO energy (spin up / spin down) is -1.970 / -4.620 eV. As for the energy relative to the best compared isomer or geometry (same formula, charge and spin): 8.2 kJ/mol. The HOMO energy (spin up / spin down) comes out at -9.848 / -10.287 eV.

---

Formula: C36H38BF9N6P3Rb
Source: OMol25
Level of theory: wB97M-V/def2-TZVPD

ORCA input file:
```
! RIJCOSX wB97M-V def2-TZVPD def2/J DEFGRID3
* xyz 0 1
Rb -1.2109 -1.5732 -0.7737
C -0.4069 1.7674 -4.3625
C 0.4268 1.2583 -3.3567
N 0.2048 -0.0358 -3.1475
N -0.7621 -0.3866 -4.0150
C -1.1449 0.6736 -4.7566
B -1.2655 -1.8378 -4.2500
N -2.5596 -2.0705 -3.4033
C -3.6812 -1.3177 -3.4176
C -4.6563 -1.9892 -2.7080
C -4.0199 -3.1728 -2.2997
N -2.7613 -3.2065 -2.7164
N -0.2195 -2.8798 -3.8653
C 0.2796 -3.8195 -4.6931
C 1.1206 -4.6321 -3.9672
C 1.0596 -4.1021 -2.6696
N 0.2536 -3.0516 -2.6170
H -0.4464 2.7693 -4.7545
H 1.2078 1.7740 -2.8202
H -1.8866 0.5795 -5.5329
H -1.5290 -1.9439 -5.4193
H -3.7363 -0.3847 -3.9542
H -5.6755 -1.6817 -2.5445
H -4.4257 -4.0118 -1.7578
H 0.0113 -3.8405 -5.7357
H 1.6802 -5.4813 -4.3189
H 1.5733 -4.4348 -1.7803
C -2.4090 -0.0104 4.0420
P -2.3662 -0.0638 2.1992
C -2.3158 1.7507 1.8804
C -4.1634 -0.3316 1.8555
C -4.6324 -1.7702 2.0896
P -3.5937 -3.0168 1.1797
C -2.6019 -3.7125 2.5750
C -4.8378 -4.3710 1.0667
H -3.1038 0.7583 4.3849
H -1.4143 0.2135 4.4303
H -2.7126 -0.9778 4.4438
H -3.1834 2.2477 2.3187
H -2.2939 1.9451 0.8083
H -1.4114 2.1779 2.3177
H -4.3139 -0.0722 0.8025
H -4.7477 0.3724 2.4557
H -5.6563 -1.8763 1.7249
H -4.6396 -2.0120 3.1558
H -3.2385 -3.9796 3.4206
H -1.8445 -2.9989 2.9021
H -2.0922 -4.6094 2.2187
H -5.2762 -4.5784 2.0445
H -4.3578 -5.2749 0.6897
H -5.6303 -4.0902 0.3726
F 7.6192 2.1104 -2.5350
C 6.4655 2.4042 -3.1689
F 6.4936 3.7251 -3.4227
F 6.4925 1.7700 -4.3491
C 5.2726 2.0246 -2.3377
C 4.5125 0.9132 -2.6602
C 3.4218 0.5827 -1.8672
C 3.0990 1.3557 -0.7549
C 3.8777 2.4672 -0.4379
C 4.9634 2.8022 -1.2269
P 1.6224 0.8437 0.2129
C 2.3887 0.2620 1.7747
C 3.7041 -0.1957 1.8099
C 4.2191 -0.7769 2.9591
C 3.4187 -0.9052 4.0835
C 2.1035 -0.4592 4.0643
C 1.5936 0.1110 2.9125
C 3.9771 -1.5025 5.3427
F 4.9907 -2.3472 5.0971
F 4.4511 -0.5547 6.1767
F 3.0436 -2.1860 6.0289
C 0.9584 2.4897 0.7029
C 0.0241 3.0610 -0.1628
C -0.5548 4.2858 0.1234
C -0.2192 4.9430 1.2989
C 0.7110 4.3937 2.1670
C 1.2998 3.1746 1.8663
C -0.9212 6.2190 1.6626
F -0.1946 6.9825 2.4936
F -1.2144 6.9634 0.5854
F -2.0905 5.9631 2.2893
H 4.7591 0.3203 -3.5298
H 2.7963 -0.2642 -2.1284
H 3.6431 3.0773 0.4248
H 5.5699 3.6666 -0.9900
H 4.3350 -0.0913 0.9369
H 5.2412 -1.1295 2.9818
H 1.4885 -0.5656 4.9484
H 0.5614 0.4425 2.8915
H -0.2603 2.5361 -1.0664
H -1.2730 4.7193 -0.5600
H 0.9834 4.9175 3.0736
H 2.0329 2.7627 2.5481
*
```

Its LUMO energy is -0.043 eV. As for the energy relative to the best compared isomer or geometry (same formula, charge and spin): 25.2 kJ/mol. The HOMO energy comes out at -8.563 eV.

---

Formula: C36H38BN10O5P
Source: OMol25
Level of theory: wB97M-V/def2-TZVPD

ORCA input file:
```
! RIJCOSX wB97M-V def2-TZVPD def2/J DEFGRID3
* xyz 0 1
C -1.8684 0.4359 -4.2818
C -0.7300 -0.6442 -4.8611
B -0.9338 -0.9681 -6.4510
O -2.3013 -1.4838 -6.8242
C 0.1047 -0.7731 -7.6887
C -0.7746 -0.6446 -9.1079
N -1.6081 -0.2739 -10.0587
O 0.8703 -2.0518 -7.8741
N 0.0315 -3.0945 -7.9943
O 0.5103 -3.7817 -8.8844
C 1.1256 0.4823 -7.6451
C 1.9933 0.3897 -9.0780
N 2.6654 0.2712 -10.1935
C 0.4808 1.9817 -7.6500
C 1.5845 3.2421 -7.6301
C 0.8115 4.7182 -7.6532
C -0.7957 4.9516 -7.6962
N -1.7159 3.7843 -7.7224
C -1.0740 2.4369 -7.7160
P 2.5132 0.3469 -6.2820
N 2.2561 1.4108 -5.0449
O 4.0795 0.5829 -7.0544
O 2.5793 -1.2249 -5.5227
H -2.9101 -0.0380 -4.5350
H -1.6712 1.4752 -4.7885
H -1.7249 0.4539 -3.1199
H 0.3409 -0.3287 -4.5266
H -0.9715 -1.6573 -4.2770
H -2.9426 -0.7099 -6.8861
H 2.7442 3.0969 -7.6182
H 1.5012 5.6827 -7.6297
H -1.1922 6.0749 -7.7357
H -1.8637 1.5407 -7.7766
H 3.1040 2.0535 -5.0150
H 4.2364 1.5471 -7.2739
H 3.1821 -1.2091 -4.7176
C -0.4924 -0.5671 1.6665
C -0.5885 -1.9331 1.4231
C -0.2738 -2.3971 0.1559
N 0.1182 -1.5983 -0.8608
C 0.2004 -0.2765 -0.5948
C -0.0896 0.2810 0.6401
H -0.7297 -0.1666 2.6478
H -0.9005 -2.6202 2.2014
H -0.3302 -3.4551 -0.0828
H 0.5155 0.3442 -1.4289
H -0.0043 1.3501 0.7978
C 3.3884 2.0934 5.2081
C 2.0328 1.9980 5.5042
C 1.2720 1.0757 4.8038
N 1.7698 0.2643 3.8450
C 3.0888 0.3811 3.5783
C 3.9309 1.2698 4.2270
H 4.0170 2.8037 5.7372
H 1.5795 2.6263 6.2626
H 0.2100 0.9613 5.0008
H 3.4639 -0.2804 2.8024
H 4.9837 1.3195 3.9733
C -1.7988 -1.5525 7.3030
C -0.6115 -1.6790 6.5896
C -0.6217 -2.4353 5.4285
N -1.7187 -3.0617 4.9495
C -2.8560 -2.9221 5.6646
C -2.9459 -2.1844 6.8340
H -1.8299 -0.9666 8.2171
H 0.2998 -1.1999 6.9291
H 0.2790 -2.5614 4.8348
H -3.7228 -3.4370 5.2598
H -3.8867 -2.1047 7.3667
C 2.5768 3.7148 10.7650
C 2.4807 2.3487 10.5216
C 2.7954 1.8848 9.2544
N 3.1874 2.6836 8.2377
C 3.2696 4.0053 8.5037
C 2.9796 4.5628 9.7386
H 2.3395 4.1153 11.7463
H 2.1687 1.6616 11.2999
H 2.7390 0.8267 9.0157
H 3.5847 4.6260 7.6696
H 3.0649 5.6320 9.8963
C -4.7660 -5.1024 0.9686
C -3.9343 -4.7173 2.0148
C -3.7696 -3.3629 2.2570
N -4.3678 -2.3919 1.5328
C -5.1681 -2.7964 0.5226
C -5.3978 -4.1256 0.2058
H -4.9206 -6.1548 0.7494
H -3.4267 -5.4539 2.6271
H -3.1331 -3.0120 3.0642
H -5.6353 -1.9969 -0.0456
H -6.0525 -4.3930 -0.6158
*
```

Its LUMO energy is -1.044 eV. The SMILES is CCB(O)[C@](C#N)(ON=O)[C@@](C#N)(c1cccnc1)P(=N)(O)O.c1ccncc1.c1ccncc1.c1ccncc1.c1ccncc1.c1ccncc1. The HOMO energy comes out at -9.229 eV.

---

Formula: C36H38CrN7O
Source: OMol25
Level of theory: wB97M-V/def2-TZVPD

ORCA input file:
```
! RIJCOSX wB97M-V def2-TZVPD def2/J DEFGRID3
* xyz 1 5
Cr 2.3756 1.4250 2.1253
C 1.2078 -0.8612 -0.2989
O 1.9360 -0.3143 0.7681
H 1.5896 -0.7573 -1.3146
H 1.0287 -1.9361 -0.2711
H 0.1565 -0.5770 -0.2512
N 3.7644 2.2836 0.3382
C 4.5756 3.4025 0.5346
C 5.5490 3.8302 -0.3477
C 5.8300 3.0560 -1.4173
C 5.1129 1.8922 -1.7168
C 4.1146 1.5748 -0.7483
H 4.3661 3.9688 1.4301
H 6.1170 4.7377 -0.2056
H 6.5976 3.4339 -2.0764
H 5.3647 1.2787 -2.5693
H 3.4628 0.7463 -0.9831
N 2.6594 0.7934 -6.4991
C 3.3887 0.4072 -5.4122
C 2.8202 0.3500 -4.1832
C 1.4197 0.4993 -4.0694
C 0.6418 0.8497 -5.2327
C 1.3325 0.9909 -6.3939
H 4.3995 0.0662 -5.5809
H 3.4206 0.1726 -3.3032
H 0.9398 0.4208 -3.1051
H -0.4333 0.8902 -5.1390
H 0.7798 1.0934 -7.3161
N -0.9519 -5.4617 3.1993
C -1.9202 -5.5303 2.2428
C -2.0250 -4.6109 1.2274
C -1.2003 -3.4966 1.2180
C -0.2616 -3.3915 2.2134
C -0.1261 -4.3826 3.1915
H -2.6211 -6.3485 2.3176
H -2.7636 -4.7703 0.4558
H -1.2935 -2.7994 0.3984
H 0.4747 -2.6020 2.2427
H 0.6268 -4.3991 3.9655
N 0.6964 2.7384 1.3839
C 0.5540 2.7960 0.0579
C -0.3713 3.5453 -0.6459
C -1.3215 4.3229 -0.0198
C -1.2986 4.2455 1.4139
C -0.3489 3.3657 2.0171
H 1.3830 2.3157 -0.4406
H -0.3391 3.5479 -1.7254
H -2.0811 4.9127 -0.5113
H -2.0610 4.7142 2.0184
H -0.3794 3.2989 3.0946
N 1.0535 0.5596 3.6532
C 1.4100 0.4815 5.0045
C 0.6032 -0.0179 6.0479
C -0.5608 -0.6339 5.6435
C -0.9786 -0.6740 4.2922
C -0.1730 -0.0063 3.3624
H 2.4062 0.8592 5.1814
H 0.9640 -0.0159 7.0658
H -1.1313 -1.1768 6.3826
H -1.9374 -1.1083 4.0501
H -0.4885 0.0609 2.3317
N -1.9047 -1.4450 -4.2164
C -3.2359 -1.6987 -4.2459
C -3.8893 -2.5779 -3.3474
C -3.0813 -3.3079 -2.4560
C -1.7411 -3.0131 -2.3777
C -1.1778 -2.0586 -3.2474
H -3.7822 -1.3435 -5.1071
H -4.9654 -2.6616 -3.3834
H -3.5237 -3.8671 -1.6448
H -1.1426 -3.6767 -1.7713
H -0.1128 -1.8815 -3.2758
N -3.8634 -1.2223 1.0059
C -2.8477 -0.4466 0.4533
C -2.5774 0.8521 0.8135
C -3.3706 1.3991 1.8176
C -4.4595 0.7003 2.3086
C -4.6858 -0.5895 1.9152
H -2.2318 -0.9732 -0.2608
H -1.8111 1.4049 0.2904
H -3.1018 2.3423 2.2698
H -5.0292 1.1800 3.0907
H -5.5207 -1.1712 2.2772
*
```

Its LUMO energy (spin up / spin down) is -3.687 / -3.634 eV. As for the energy relative to the best compared isomer or geometry (same formula, charge and spin): 208.5 kJ/mol. The HOMO energy (spin up / spin down) comes out at -10.649 / -10.766 eV.

---

Formula: C36H38N13S3W
Source: OMol25
Level of theory: wB97M-V/def2-TZVPD

ORCA input file:
```
! RIJCOSX wB97M-V def2-TZVPD def2/J DEFGRID3
* xyz 1 3
W 0.0312 0.0752 0.2036
C -4.7955 4.6893 -0.4289
C -3.4438 4.0320 -0.4615
C -2.8072 3.7630 -1.6734
C -1.5807 3.1147 -1.7171
C -0.9541 2.7239 -0.5386
N 0.2756 2.0316 -0.5100
C 1.3953 2.8366 -0.3637
C 1.3099 4.2202 -0.1334
C 2.4353 4.9955 0.0744
C 3.7167 4.4465 0.0950
C 4.9297 5.2812 0.3972
C 3.8164 3.0879 -0.1534
C 2.6923 2.3122 -0.4087
N 2.9026 0.9655 -0.8095
C 3.8978 0.5277 -1.5950
C 3.8649 -0.8518 -1.5914
C 2.7818 -1.1725 -0.7797
N 2.2017 -0.0645 -0.2973
C -1.5789 3.0190 0.6678
C -2.8118 3.6486 0.7174
N -0.9077 2.6665 1.8734
C -0.8651 3.4029 2.9997
C -0.1068 2.7239 3.9205
C 0.2861 1.5594 3.2607
N -0.1981 1.5196 2.0211
H -4.9061 5.3996 -1.2472
H -4.9554 5.2196 0.5087
H -5.5894 3.9458 -0.5268
H -3.2781 4.0736 -2.5991
H -1.0886 2.9066 -2.6581
H 0.3387 4.6953 -0.1304
H 2.3111 6.0595 0.2381
H 4.8057 6.2985 0.0277
H 5.8248 4.8624 -0.0617
H 5.1060 5.3413 1.4732
H 4.7877 2.6055 -0.1509
H 4.5417 1.2283 -2.0985
H 4.5084 -1.5264 -2.1265
H 2.3502 -2.1367 -0.5684
H -3.2953 3.8180 1.6718
H -1.3580 4.3585 3.0489
H 0.1370 3.0280 4.9222
H 0.8930 0.7582 3.6403
S -0.2131 -2.4111 -0.1715
C -0.6681 -2.6921 -1.8278
C -0.9455 -3.9830 -2.2684
C -1.3496 -4.2147 -3.5757
C -1.6766 -5.5486 -3.9829
N -1.9342 -6.6202 -4.3069
C -1.4761 -3.1359 -4.4631
C -1.1733 -1.8514 -4.0298
C -0.7640 -1.6177 -2.7183
S -0.3015 -0.0143 -2.2161
C -1.9220 -3.3393 -5.8096
N -2.3016 -3.4958 -6.8824
H -0.8574 -4.8165 -1.5834
H -1.2407 -1.0258 -4.7268
C 1.7731 -5.2086 3.6797
C 3.0106 -4.3207 3.6049
C 3.5372 -4.2196 2.1764
C 2.7617 -2.9404 4.2190
N 1.7499 -2.1804 3.4850
C 1.8722 -1.4480 2.3851
N 0.6632 -1.0733 2.0218
N -0.1989 -1.5829 2.9328
N 0.4439 -2.2515 3.8009
H 2.0111 -6.2125 3.3294
H 0.9696 -4.8225 3.0486
H 1.3927 -5.2864 4.6987
H 3.7939 -4.7586 4.2307
H 2.7621 -3.8565 1.4945
H 3.8373 -5.2028 1.8162
H 4.4061 -3.5608 2.1044
H 3.6706 -2.3390 4.2188
H 2.3932 -3.0199 5.2400
H 2.7941 -1.2155 1.8835
C -4.4129 -0.0551 -2.5960
N -3.5868 0.1497 -1.4122
C -3.2281 -0.6931 -0.4575
S -2.3658 -0.0112 0.9119
N -3.5432 -1.9749 -0.4006
C -4.1654 -2.8279 -1.4117
H -4.7507 0.9246 -2.9255
H -5.2886 -0.6495 -2.3568
H -3.8544 -0.5204 -3.4085
H -3.1701 1.0652 -1.3101
H -3.1441 -2.4348 0.4046
H -3.7774 -2.6009 -2.3997
H -5.2504 -2.7392 -1.4002
H -3.9031 -3.8558 -1.1779
*
```

Its LUMO energy (spin up / spin down) is -2.268 / -2.907 eV. As for the energy relative to the best compared isomer or geometry (same formula, charge and spin): 22.3 kJ/mol. The HOMO energy (spin up / spin down) comes out at -9.669 / -10.111 eV.